Entry 1:
Computed, not measured: C27H34CrN3OP2S2Te as an isolated structure in a non-equilibrium geometry, with the ωB97M-V functional and the def2-TZVPD basis.

Properties
E_LUMO (spin up / spin down) in eV: -2.49 / -3.72
Molecular weight in Da: 722.3
Largest force on an atom in eV/A: 2.2
2S+1: 5
HOMO level (spin up / spin down) in Eh: -0.34191 / -0.36850
Net charge: +1

Last column: Mulliken spin population.
Element x y z (Å)
Cr -0.0923 0.1327 -0.2239  3.29
C -4.6450 0.3710 3.2419  0.10
C -3.9670 -0.7751 3.6404  -0.05
C -2.7960 -1.1574 3.0178  0.13
C -2.2639 -0.3882 1.9664  -0.12
C -2.9349 0.7904 1.6018  0.12
C -4.1128 1.1553 2.2279  -0.06
N -1.1538 -0.8032 1.2463  0.23
N -0.7598 -2.0516 1.4653  0.35
C -0.0650 -2.5898 0.4513  -0.02
C 0.3828 -3.9258 0.5263  0.05
C 0.9781 -4.4973 -0.5687  0.01
C 1.1110 -3.7536 -1.7511  0.08
C 0.7026 -2.4414 -1.7485  0.05
N 0.1676 -1.8434 -0.6758  0.02
H -5.5791 0.6408 3.7155  0.01
H -4.3654 -1.3875 4.4391  0.00
H -2.2661 -2.0522 3.3069  0.01
H -2.5405 1.4000 0.8002  0.04
H -4.6354 2.0531 1.9192  0.00
H 0.2297 -4.4661 1.4495  0.00
H 1.3429 -5.5149 -0.5280  0.00
H 1.5277 -4.1880 -2.6476  0.00
H 0.7914 -1.8265 -2.6359  -0.01
C -0.4370 2.2880 2.7021  0.01
P 0.0390 2.2519 0.9263  -0.09
C -0.6507 3.8292 0.3166  0.01
C 1.8212 2.5990 1.1711  0.00
C 2.3214 3.8667 1.4542  0.00
C 3.6556 4.0321 1.7860  0.00
C 4.5024 2.9343 1.8598  0.00
C 4.0137 1.6706 1.5820  -0.01
C 2.6785 1.4991 1.2246  -0.01
P 2.0342 -0.1195 0.7049  -0.09
C 3.3455 -0.6895 -0.4363  0.00
C 2.3335 -1.2093 2.1447  0.01
H 0.1460 3.0557 3.2077  0.00
H -0.2144 1.3166 3.1452  0.00
H -1.4989 2.4915 2.8167  0.00
H -0.4443 4.6299 1.0245  0.00
H -1.7334 3.7289 0.2238  0.00
H -0.2399 4.0758 -0.6610  0.00
H 1.6849 4.7406 1.4094  0.00
H 4.0356 5.0249 1.9871  0.00
H 5.5440 3.0688 2.1192  0.00
H 4.6721 0.8121 1.6344  0.00
H 4.2328 -0.9638 0.1343  0.00
H 3.5826 0.1041 -1.1395  0.00
H 2.9950 -1.5615 -0.9877  0.00
H 3.2543 -0.8952 2.6324  0.00
H 2.4270 -2.2350 1.7898  0.00
H 1.5045 -1.1588 2.8496  0.00
C -4.4506 -0.2058 -1.8125  0.00
S -2.7950 0.1339 -2.4455  0.00
C -2.9903 1.9186 -2.6540  0.00
O -1.9269 -0.0199 -1.2212  -0.02
H -5.1848 0.0345 -2.5804  0.00
H -4.6060 0.3778 -0.9071  0.00
H -4.4955 -1.2670 -1.5747  0.00
H -3.7689 2.1155 -3.3905  0.00
H -2.0389 2.3144 -3.0036  0.00
H -3.2482 2.3434 -1.6849  0.00
Te 0.9985 1.5157 -2.2029  -0.08
C 0.8556 0.6744 -4.1346  0.01
C 1.4762 -0.4078 -4.6868  0.00
C 1.1686 -0.5905 -6.0612  0.00
C 0.3258 0.3618 -6.5396  -0.01
S -0.1048 1.4855 -5.3182  0.00
H 2.1665 -1.0436 -4.1492  0.00
H 1.5636 -1.3952 -6.6643  0.00
H -0.0637 0.4816 -7.5379  0.00

=====

Entry 2:
Computed, not measured: a 2-piece molecular cluster, C3H10OSi overall in a non-equilibrium geometry, with the ωB97M-V functional and the def2-TZVPD basis.

Properties
SMILES: C[SiH2]C.C=O
E_LUMO in eV: 0.71
Molecular weight in Da: 90.2
Largest force on an atom in eV/A: 2.0
HOMO level in Eh: -0.37456

Last column: Mulliken charge in e.
Element x y z (Å)
C -0.1836 1.7895 -0.5753  -1.05
Si 0.6153 0.1675 -0.9968  0.49
C 2.5010 0.2579 -0.5887  -1.08
H -1.1331 1.5967 -0.1728  0.33
H 0.4800 2.2987 0.0778  0.30
H -0.2220 2.5423 -1.3693  0.33
H 0.1562 -0.7440 0.1363  -0.16
H 0.0608 -0.0991 -2.3252  -0.14
H 3.1994 -0.3523 -1.1211  0.37
H 2.7585 1.2682 -0.8195  0.30
H 2.6433 0.0289 0.4390  0.31
C -2.7080 -2.2288 1.7989  0.03
O -2.6194 -3.4044 1.5112  -0.41
H -3.6343 -1.5925 1.9032  0.20
H -1.9142 -1.5285 2.1023  0.18

=====

Entry 3:
Computed, not measured: the molecule C3H5BrO in a non-equilibrium geometry, with the ωB97M-V functional and the def2-TZVPD basis.

Properties
E_LUMO (spin up / spin down) in eV: 0.84 / -3.01
Molecular weight in Da: 137.0
Largest force on an atom in eV/A: 5.2
2S+1: 3
HOMO level (spin up / spin down) in Eh: -0.24772 / -0.37173

Last column: Mulliken spin population.
Element x y z (Å)
C 0.0800 1.3152 -0.3220  0.65
C -0.5212 -1.0173 0.4462  0.04
C 0.2617 -0.1530 -0.5295  0.09
O -0.8715 1.8033 0.2601  0.97
Br 2.2544 -0.3122 -0.0456  0.12
H 0.9396 1.9314 -0.5695  0.11
H -0.1924 -0.6880 1.4615  0.00
H -0.7466 -2.1436 0.4425  0.00
H -1.4900 -0.3685 0.4699  -0.01
H 0.2861 -0.3672 -1.6135  0.03

=====

Entry 4:
Computed, not measured: C24H30AlAsN2O7S2Si as an isolated structure in a non-equilibrium geometry, with the ωB97M-V functional and the def2-TZVPD basis.

Properties
E_LUMO in eV: 0.32
Molecular weight in Da: 652.6
Largest force on an atom in eV/A: 3.2
HOMO level in Eh: -0.29664

Last column: Mulliken charge in e.
Element x y z (Å)
Al 1.2801 1.4585 -0.6200  -0.66
O 4.3667 -0.1684 -2.0381  -0.60
As 4.2149 0.3717 -0.2693  0.26
O 4.6466 2.1901 -0.6003  -0.61
O 2.4809 0.3819 -0.0913  0.11
C 4.7922 2.6983 -1.8387  0.85
C 6.0906 2.7135 -2.3965  -0.50
C 6.2567 3.2919 -3.6122  -0.42
C 5.2395 3.8014 -4.3643  -0.59
C 3.8828 3.7196 -3.8899  -0.75
C 3.6990 3.2066 -2.6107  -0.07
S 1.9951 3.2489 -2.1162  1.64
O 1.3019 4.3262 -2.8039  -0.61
O 1.5636 1.7946 -2.4393  -0.33
O 1.8737 3.2196 -0.5873  -0.28
H 3.6141 0.2348 -2.5431  0.34
H 6.8808 2.2359 -1.8274  0.44
H 7.2492 3.5334 -3.9597  0.36
H 5.4073 4.2265 -5.3439  0.39
H 3.0466 4.1611 -4.4233  0.47
C -2.1796 0.2048 3.4814  -1.82
C -1.2223 -0.1161 2.3319  2.38
C 0.1908 0.3414 2.8375  -1.88
C -1.2026 -1.5748 2.0230  -1.74
Si -1.6918 0.8807 0.7468  -0.89
O -0.3198 1.3686 -0.1039  1.05
C -2.8485 0.1133 -0.5133  0.28
C -3.8811 -0.8622 -0.2807  -0.10
C -4.4162 -1.5735 -1.2902  -0.54
C -3.9907 -1.3853 -2.6051  -0.55
C -3.1663 -0.3180 -2.8837  -0.63
C -2.6868 0.4796 -1.8390  -0.30
C -2.6695 2.4413 1.1452  0.27
C -1.9604 3.6124 1.4417  -0.29
C -2.5864 4.8289 1.6730  -0.61
C -3.9653 4.9404 1.5523  -0.50
C -4.7040 3.8148 1.2809  -0.58
C -4.0768 2.5676 1.0609  -0.07
H -1.7345 -0.2588 4.3547  0.55
H -3.1735 -0.2620 3.2345  0.33
H -2.3660 1.2503 3.7213  0.33
H 0.4406 -0.3275 3.6328  0.59
H 0.2162 1.3259 3.2698  0.38
H 0.9770 0.2936 2.0733  0.20
H -1.0689 -2.1846 2.9388  0.42
H -0.4373 -1.9101 1.3761  0.48
H -2.0815 -1.9892 1.4794  0.22
H -4.3906 -0.9703 0.7001  0.28
H -5.1483 -2.3154 -1.1106  0.43
H -4.4876 -1.8306 -3.4628  0.32
H -2.9027 -0.0090 -3.9149  0.34
H -2.0119 1.3190 -2.0523  0.37
H -0.9032 3.6204 1.4833  0.38
H -1.9603 5.6694 1.9545  0.39
H -4.4168 5.8868 1.7825  0.37
H -5.7822 3.8149 1.2171  0.38
H -4.6851 1.7178 0.8219  0.32
C 0.4734 -8.6488 1.9035  -0.90
N 0.8401 -7.2197 2.0596  -0.20
C 1.7732 -6.6195 1.2874  0.32
N 2.0732 -7.2904 0.1130  -0.49
S 2.3322 -5.1359 1.9696  -0.39
H -0.5450 -8.7912 1.4835  0.31
H 0.7686 -9.2463 2.8062  0.32
H 1.1831 -9.1412 1.2133  0.33
H 0.4773 -6.6654 2.8082  0.18
H 1.2780 -7.7717 -0.3724  0.25
H 2.7575 -6.7203 -0.4544  0.28

=====

Entry 5:
Computed, not measured: the molecule C3H4S4 in a non-equilibrium geometry, with the ωB97M-V functional and the def2-TZVPD basis.

Properties
E_LUMO (spin up / spin down) in eV: -1.48 / -1.41
Molecular weight in Da: 168.3
Largest force on an atom in eV/A: 2.7
HOMO level (spin up / spin down) in Eh: -0.30563 / -0.30687

Last column: Mulliken charge in e.
Element x y z (Å)
C 0.7798 -0.9480 -0.0997  -0.51
C 0.7637 0.3469 0.0415  0.80
C -2.0887 0.2589 -0.3259  -0.58
S -1.8981 -1.3580 0.3614  -0.20
S -0.6536 1.4125 0.0089  -0.11
S 1.7151 -2.2964 -0.3096  -0.17
S 2.3113 1.2507 -0.0253  -0.20
H -2.1364 0.4598 -1.4411  0.33
H -2.8113 0.9303 0.0817  0.32
H 2.2023 -2.4233 0.9717  0.16
H 1.8158 2.3665 0.7363  0.16

=====

Entry 6:
Computed, not measured: a 2-piece molecular cluster, C5H12O overall in a non-equilibrium geometry, with the ωB97M-V functional and the def2-TZVPD basis.

Properties
SMILES: C=C(C)CC.O
E_LUMO in eV: 0.90
Molecular weight in Da: 88.1
Largest force on an atom in eV/A: 1.7
HOMO level in Eh: -0.33449

Last column: Mulliken charge in e.
Element x y z (Å)
C -0.7730 0.3536 0.6692  -1.09
C -0.2065 0.3671 -0.5368  0.80
C -1.0069 -0.1001 -1.7333  -1.24
C 1.1314 1.0320 -0.7629  -0.37
C 2.0004 0.4743 -1.9177  -1.04
H -1.7248 -0.1359 0.8309  0.27
H -0.2624 0.8297 1.4872  0.27
H -0.4599 -0.6294 -2.4786  0.33
H -1.8265 -0.7254 -1.3890  0.37
H -1.3868 0.8100 -2.2102  0.25
H 1.7584 1.0815 0.1167  0.35
H 0.8610 2.0386 -1.1080  0.22
H 1.5574 -0.1792 -2.6703  0.30
H 2.3918 1.2909 -2.4789  0.29
H 2.8734 -0.0811 -1.5799  0.29
O -1.2913 -2.0541 5.3955  -0.64
H -1.9887 -1.4367 5.1513  0.32
H -1.6469 -2.9357 5.2150  0.32

=====

Q: Which of these has the highest molecular weight?
A: C27H34CrN3OP2S2Te